1.
The following is a quantum chemistry calculation of a 2-piece molecular cluster, C16H24I3NO7S overall, from OMol25.

```
52
C16H24I3NO7S (the ωB97M-V functional and the def2-TZVPD basis)
I 1.17018 -0.95608 4.63966
I -0.20855 3.84346 4.31828
I 1.48336 -0.89468 -1.13697
S -0.52488 -2.40525 -5.16602
O 1.86954 3.95079 0.50308
O -2.86888 0.20973 1.32990
O 1.62377 2.60528 2.28339
O -1.22459 -2.72652 -3.94746
O 0.31565 -3.39011 -5.79699
O -2.07401 0.61912 3.37197
O 1.10438 1.84822 0.27204
N 2.99705 -0.75210 1.77800
C -0.25249 0.15120 -5.87859
C 0.38163 -0.86921 -4.92754
C 0.30889 1.83087 4.70928
C -0.95009 1.61245 1.42441
C 2.85029 0.60738 2.27359
C -1.12158 -2.57357 0.71089
C 0.88125 0.98406 3.85289
C -2.06324 0.76076 2.00804
C -1.70649 -1.75385 -6.34627
C 1.41560 1.18140 2.43964
C -0.13236 1.46778 6.11122
C 0.17047 -0.38733 0.48505
C -0.11240 -1.61125 1.36068
C 0.44771 0.95003 1.20511
C 1.56105 2.91022 0.96435
C -1.72061 -0.25481 -6.06903
H 0.69691 1.03728 6.67837
H -2.25140 1.46897 3.80375
H -2.19126 0.29463 -6.88326
H 0.80805 -2.16372 1.56398
H 2.22324 -1.34007 2.05567
H 0.25628 -0.59546 -3.88162
H 3.32481 0.74727 3.25564
H -0.50526 -1.26774 2.32675
H 3.36723 1.28507 1.58637
H -2.65868 -2.25391 -6.18614
H 1.43190 -1.05850 -5.13608
H -1.15566 -2.43979 -0.37513
H -0.94317 0.73238 6.06196
H -0.16090 1.16022 -5.47905
H -2.12614 -2.41983 1.10863
H -1.29072 1.87904 0.42079
H 0.25975 0.13056 -6.84255
H -0.84266 2.53147 2.00472
H -0.83836 -3.61334 0.88893
H -1.32489 -1.97910 -7.34198
H -0.49159 2.34227 6.65064
H -2.28617 -0.05336 -5.15676
H -0.74437 -0.20409 -0.08111
H 3.82239 -1.17824 2.18489
```

The HOMO energy is -0.32374 Eh. As for the spin multiplicity: 1. Its SMILES is CC[C@H](I)[C@]1(CC(=O)O)OC(=O)O[C@@]1(CN)/C(I)=C(/C)I.O=S1(=O)CCCC1. The calculation puts the total energy at -2496.73758 Ha. The value obtained for the LUMO energy is -0.45 eV. As for the energy above the lowest of the compared OMol25 structures with the same formula, charge and spin: 0.0000 eV. For the gap between HOMO and LUMO, the calculation gives 8.356 eV.

Partial charges, Löwdin, in e: number 1, I, carries 1.14; number 2, I, carries 1.07; number 3, I, carries 1.03; number 4, S, carries 0.65; number 5, O, carries 0.20; number 6, O, carries 0.16; number 7, O, carries -0.04; number 8, O, carries -0.33; number 9, O, carries -0.32; number 10, O, carries 0.05; number 11, O, carries 0.02; number 12, N, carries -0.02; number 13, C, carries -0.21; number 14, C, carries -0.24; number 15, C, carries -0.77; number 16, C, carries -0.01; number 17, C, carries -0.21; number 18, C, carries -0.08; number 19, C, carries -0.60; number 20, C, carries -0.49; number 21, C, carries -0.23; number 22, C, carries -0.36; number 23, C, carries -0.25; number 24, C, carries -0.62; number 25, C, carries -0.34; number 26, C, carries -0.33; number 27, C, carries -0.58; number 28, C, carries -0.22; number 29, H, carries 0.05; number 30, H, carries 0.10; number 31, H, carries 0.11; number 32, H, carries 0.06; number 33, H, carries -0.03; number 34, H, carries 0.02; number 35, H, carries 0.11; number 36, H, carries 0.05; number 37, H, carries 0.13; number 38, H, carries 0.11; number 39, H, carries 0.10; number 40, H, carries 0.06; number 41, H, carries 0.07; number 42, H, carries 0.11; number 43, H, carries 0.07; number 44, H, carries 0.15; number 45, H, carries 0.12; number 46, H, carries 0.05; number 47, H, carries 0.08; number 48, H, carries 0.11; number 49, H, carries 0.03; number 50, H, carries 0.12; number 51, H, carries 0.07; number 52, H, carries 0.08

=====

2.
The following is a quantum chemistry calculation of C16H24KO12 as an isolated structure, from OMol25.

```
53
C16H24KO12 (the ωB97M-V functional and the def2-TZVPD basis)
K -0.53934 0.00180 0.73688
O -2.69137 -4.66381 -0.03809
O -2.44002 1.88396 1.11792
O 2.33461 -3.15770 -1.42998
O 1.50493 -1.85730 0.23212
O -2.94426 3.96973 1.83549
O -1.57920 2.68791 2.97919
O -4.09311 -3.02274 0.13421
O -1.90536 -2.59495 0.58606
O 2.07752 1.82428 -0.40525
O 1.19497 1.77905 1.69399
O 1.97191 -1.01694 -1.77212
O 3.17406 2.79369 1.16252
C 2.72200 2.77344 -2.42549
C 2.09973 2.10214 0.90122
C -4.01618 -5.24379 -0.34169
C 3.21268 2.26783 -1.04754
C 2.67698 -2.99834 -2.77868
C -1.63946 3.87451 3.70462
C 3.86295 3.22936 -0.02717
C 3.61931 -0.73471 -3.45231
C -2.52928 4.76666 2.89733
C 2.38013 -1.49942 -3.00393
C -4.03928 -6.52930 0.45825
C -2.35532 2.80065 1.91387
C -0.27041 4.48961 3.94032
C -5.03528 -4.14843 0.11985
C 1.91782 -2.01470 -0.87710
C -2.83420 -3.35267 0.30601
H 0.44243 3.98674 4.59383
H -5.77868 -4.07948 -0.67431
H 3.77727 4.22861 -0.45408
H 1.55752 -1.43248 -3.71593
H -4.23233 -5.32282 -1.40711
H 3.66895 -3.25479 -3.15060
H 2.04335 3.62636 -2.41718
H 1.98748 -3.60364 -3.36716
H -2.07296 5.67014 2.49284
H 3.34468 0.09642 -4.10185
H -0.49603 5.38899 4.51332
H 0.24871 4.89622 3.07240
H -3.37042 -7.29498 0.06524
H 2.12422 2.00483 -2.91538
H -2.01828 3.51499 4.66135
H -3.90176 -6.39966 1.53175
H 3.84922 1.38441 -1.09748
H -5.00793 -6.99449 0.27548
H 4.34392 -1.32153 -4.01682
H 4.93442 3.05901 0.07776
H -5.54345 -4.39511 1.05206
H 4.09451 -0.24608 -2.60170
H 3.53817 3.07060 -3.08402
H -3.37054 5.00793 3.54707
```

The HOMO energy is -0.49192 Eh. As for the spin multiplicity: 1. The calculation puts the total energy at -2126.78437 Ha. As for the net charge: +1. The value obtained for the LUMO energy is -1.91 eV. As for the energy above the lowest of the compared OMol25 structures with the same formula, charge and spin: 0.0000 eV. For the gap between HOMO and LUMO, the calculation gives 11.476 eV.

Partial charges, Löwdin, in e: number 1, K, carries 0.93; number 2, O, carries 0.07; number 3, O, carries 0.05; number 4, O, carries 0.11; number 5, O, carries 0.11; number 6, O, carries 0.13; number 7, O, carries 0.11; number 8, O, carries 0.07; number 9, O, carries 0.06; number 10, O, carries 0.06; number 11, O, carries 0.03; number 12, O, carries 0.08; number 13, O, carries 0.12; number 14, C, carries 0.00; number 15, C, carries -0.53; number 16, C, carries -0.27; number 17, C, carries -0.32; number 18, C, carries -0.08; number 19, C, carries -0.33; number 20, C, carries -0.03; number 21, C, carries -0.01; number 22, C, carries -0.09; number 23, C, carries -0.32; number 24, C, carries -0.03; number 25, C, carries -0.57; number 26, C, carries -0.01; number 27, C, carries -0.03; number 28, C, carries -0.54; number 29, C, carries -0.54; number 30, H, carries 0.09; number 31, H, carries 0.13; number 32, H, carries 0.14; number 33, H, carries 0.16; number 34, H, carries 0.15; number 35, H, carries 0.13; number 36, H, carries 0.09; number 37, H, carries 0.14; number 38, H, carries 0.15; number 39, H, carries 0.08; number 40, H, carries 0.09; number 41, H, carries 0.09; number 42, H, carries 0.09; number 43, H, carries 0.08; number 44, H, carries 0.16; number 45, H, carries 0.10; number 46, H, carries 0.14; number 47, H, carries 0.09; number 48, H, carries 0.09; number 49, H, carries 0.14; number 50, H, carries 0.13; number 51, H, carries 0.08; number 52, H, carries 0.09; number 53, H, carries 0.15

=====

3.
The following is a quantum chemistry calculation of C16H24N2O in the gas phase, from OMol25.

```
43
C16H24N2O (the ωB97M-V functional and the def2-TZVPD basis)
O 1.06322 2.36767 3.66575
N 0.24157 2.57121 1.60151
N -0.68100 2.27652 0.66389
C 1.62072 -2.28498 0.10281
C 1.88864 -3.75492 -0.19498
C -0.22898 -0.41956 2.97248
C 0.46518 -0.63581 1.62884
C -1.65646 2.21663 -1.48068
C -0.25175 -0.67283 -3.50371
C -0.83584 0.98537 3.09628
C 0.22803 2.02692 2.85650
C -1.84626 -0.27812 -1.28068
C -0.55359 0.61198 -3.08618
C -0.55626 2.64387 -0.54474
C -1.54848 -1.56266 -1.69870
C -1.35491 0.82182 -1.97230
C 0.82932 -2.09934 1.39535
C 0.61031 3.41026 -1.10479
C -0.74801 -1.76347 -2.81097
H 0.37216 -0.82214 -4.37284
H 0.49036 -0.56966 3.77981
H -2.60131 2.21036 -0.93742
H 1.54628 2.89824 -0.87684
H 2.45238 -4.21285 0.61499
H -0.18727 -0.29785 0.82066
H 2.45963 -3.86187 -1.11443
H 0.95192 -4.29647 -0.30790
H -1.72476 2.91058 -2.31880
H 0.65306 4.40892 -0.66645
H -1.93874 -2.40945 -1.15369
H 1.00898 3.21082 1.39814
H -0.51146 -2.76577 -3.13586
H 1.41898 -2.46882 2.23773
H 1.37583 -0.03288 1.59429
H -2.46943 -0.12218 -0.41243
H 1.06275 -1.84237 -0.72556
H -0.08594 -2.69393 1.34548
H -1.02884 -1.15375 3.09195
H -1.63153 1.11374 2.36460
H -1.22821 1.11973 4.10485
H 0.52555 3.51228 -2.18172
H -0.16682 1.45690 -3.63825
H 2.57095 -1.75214 0.18400
```

The HOMO energy is -0.32570 Eh. As for the spin multiplicity: 1. Its SMILES is CCCCCCC(=O)N/N=C(\C)Cc1ccccc1. The calculation puts the total energy at -808.82497 Ha. The value obtained for the LUMO energy is 0.71 eV. As for the energy above the lowest of the compared OMol25 structures with the same formula, charge and spin: 1.1891 eV. For the gap between HOMO and LUMO, the calculation gives 9.570 eV.

Partial charges, Löwdin, in e: number 1, O, carries 0.07; number 2, N, carries 0.06; number 3, N, carries 0.08; number 4, C, carries -0.27; number 5, C, carries -0.12; number 6, C, carries -0.19; number 7, C, carries -0.22; number 8, C, carries -0.10; number 9, C, carries -0.08; number 10, C, carries -0.12; number 11, C, carries -0.49; number 12, C, carries -0.05; number 13, C, carries -0.04; number 14, C, carries -0.32; number 15, C, carries -0.09; number 16, C, carries -0.23; number 17, C, carries -0.22; number 18, C, carries -0.02; number 19, C, carries -0.10; number 20, H, carries 0.10; number 21, H, carries 0.12; number 22, H, carries 0.12; number 23, H, carries 0.09; number 24, H, carries 0.07; number 25, H, carries 0.09; number 26, H, carries 0.07; number 27, H, carries 0.07; number 28, H, carries 0.12; number 29, H, carries 0.09; number 30, H, carries 0.11; number 31, H, carries 0.15; number 32, H, carries 0.10; number 33, H, carries 0.12; number 34, H, carries 0.12; number 35, H, carries 0.11; number 36, H, carries 0.08; number 37, H, carries 0.11; number 38, H, carries 0.11; number 39, H, carries 0.10; number 40, H, carries 0.12; number 41, H, carries 0.07; number 42, H, carries 0.11; number 43, H, carries 0.11

=====

The lowest gap between HOMO and LUMO belongs to which entry?
C16H24I3NO7S

=====

Which of these has the lowest gap between HOMO and LUMO?
C16H24I3NO7S